# 1
# C4H4O

A single C4H4O molecule (the ωB97M-V functional and the def2-TZVPD basis, OMol25).

* structure (SMILES): C#CC(C)=O
* max |F|: 0.95 eV/Å
* HOMO energy: -10.196 eV
* energy above the lowest of the compared OMol25 structures with the same formula, charge and spin: 182.7 kJ/mol

Last column: Löwdin charge in e.
Cartesian coordinates (Å):
C (-1.85, 1.10, -0.49)  0.15
C (-0.69, 1.13, -0.15)  -0.03
C (0.24, 0.30, 0.61)  -0.50
C (1.26, -0.51, -0.15)  -0.02
O (0.03, 0.13, 1.79)  0.09
H (-2.89, 0.91, -0.59)  0.04
H (1.63, -0.01, -1.05)  0.08
H (0.77, -1.45, -0.45)  0.10
H (2.07, -0.77, 0.53)  0.09

---

# 2
# C4H4O

A single C4H4O molecule (the ωB97M-V functional and the def2-TZVPD basis, OMol25).

* max |F|: 0.43 eV/Å
* HOMO energy: -8.562 eV
* energy above the lowest of the compared OMol25 structures with the same formula, charge and spin: 374.1 kJ/mol

Last column: Löwdin charge in e.
Cartesian coordinates (Å):
O (-0.84, 0.23, -0.97)  0.01
C (-0.95, -0.92, -0.17)  -0.17
C (0.09, -1.11, 0.70)  -0.07
C (0.86, 0.18, 0.44)  -0.19
C (0.23, 0.87, -0.62)  -0.10
H (-1.82, -1.51, -0.44)  0.10
H (0.12, 0.23, 1.35)  0.16
H (1.86, 0.39, 0.80)  0.12
H (0.48, 1.78, -1.16)  0.14

---

# 3
# C4H4O

A single C4H4O molecule at a distorted geometry (the ωB97M-V functional and the def2-TZVPD basis, OMol25).

* structure (SMILES): c1ccoc1
* max |F|: 2.98 eV/Å
* HOMO energy: -8.678 eV
* energy above the lowest of the compared OMol25 structures with the same formula, charge and spin: 30.6 kJ/mol

Last column: Löwdin charge in e.
Cartesian coordinates (Å):
C (0.31, -0.59, -0.76)  -0.10
C (-0.92, -0.09, -0.38)  -0.11
C (-0.69, 0.70, 0.73)  -0.11
O (0.64, 0.70, 0.98)  -0.01
C (1.23, -0.11, 0.14)  -0.16
H (0.37, -1.27, -1.68)  0.13
H (-1.91, -0.41, -0.70)  0.11
H (-1.35, 1.27, 1.37)  0.11
H (2.31, -0.21, 0.28)  0.13

---

# 4
# C4H4O

A single C4H4O molecule at a distorted geometry (the ωB97M-V functional and the def2-TZVPD basis, OMol25).

* structure (SMILES): C#C[C@@H]1CO1
* max |F|: 6.02 eV/Å
* HOMO energy: -9.904 eV
* energy above the lowest of the compared OMol25 structures with the same formula, charge and spin: 417.6 kJ/mol

Last column: Löwdin charge in e.
Cartesian coordinates (Å):
C (-2.23, 0.20, -0.11)  0.13
C (-1.09, -0.24, 0.18)  -0.03
C (0.36, -0.23, 0.59)  -0.34
C (1.23, 0.79, -0.04)  -0.08
O (1.19, -0.66, -0.52)  -0.12
H (-3.11, 0.28, -0.64)  0.00
H (0.93, -0.28, 1.60)  0.16
H (0.89, 1.21, -1.11)  0.17
H (2.12, 1.00, 0.58)  0.11

---

# 5
# C4H4O

A molecular structure, C4H4O at a distorted geometry (the ωB97M-V functional and the def2-TZVPD basis, OMol25).

* max |F|: 5.36 eV/Å
* HOMO energy: -9.286 eV
* energy above the lowest of the compared OMol25 structures with the same formula, charge and spin: 427.7 kJ/mol

Last column: Löwdin charge in e.
Cartesian coordinates (Å):
C (-1.41, 0.29, -0.23)  -0.45
C (0.51, 0.05, 0.19)  -0.03
C (-1.21, 0.90, 0.89)  0.16
C (1.17, -0.75, -0.65)  0.02
O (-1.99, -0.45, -0.96)  0.09
H (0.84, 0.46, 1.10)  0.05
H (2.23, -1.05, -0.29)  0.10
H (-0.98, 1.78, 1.40)  0.05
H (0.84, -1.23, -1.46)  0.01

---

# 6
# C4H4O

A single C4H4O molecule at a distorted geometry (the ωB97M-V functional and the def2-TZVPD basis, OMol25).

* structure (SMILES): CC#CC=O
* max |F|: 1.69 eV/Å
* HOMO energy: -10.107 eV
* energy above the lowest of the compared OMol25 structures with the same formula, charge and spin: 155.1 kJ/mol

Last column: Löwdin charge in e.
Cartesian coordinates (Å):
C (0.88, 1.23, -0.92)  -0.09
C (0.08, 0.36, -0.12)  -0.07
C (-0.65, -0.30, 0.58)  0.02
C (-1.04, -1.55, 1.13)  -0.31
O (-1.87, -2.22, 0.56)  0.05
H (0.92, 0.84, -1.93)  0.09
H (1.87, 1.31, -0.48)  0.09
H (0.38, 2.20, -0.91)  0.09
H (-0.57, -1.87, 2.08)  0.12

---

# 7
# C4H4O

A single C4H4O molecule at a distorted geometry (the ωB97M-V functional and the def2-TZVPD basis, OMol25).

* structure (SMILES): c1ccoc1
* max |F|: 4.35 eV/Å
* HOMO energy: -8.999 eV
* energy above the lowest of the compared OMol25 structures with the same formula, charge and spin: 60.3 kJ/mol

Last column: Löwdin charge in e.
Cartesian coordinates (Å):
C (1.02, 0.07, 0.22)  -0.11
C (0.16, -0.82, -0.51)  -0.10
C (-1.12, -0.36, -0.39)  -0.13
O (-1.03, 0.87, 0.18)  -0.02
C (0.25, 1.04, 0.63)  -0.15
H (2.08, -0.14, 0.43)  0.12
H (0.19, -1.88, -1.03)  0.14
H (-2.06, -0.78, -0.60)  0.11
H (0.50, 2.01, 1.07)  0.13

---

# 8
# C4H4O

A single C4H4O molecule (the ωB97M-V functional and the def2-TZVPD basis, OMol25).

* structure (SMILES): CC=C=C=O
* max |F|: 0.96 eV/Å
* HOMO energy: -8.930 eV
* energy above the lowest of the compared OMol25 structures with the same formula, charge and spin: 141.7 kJ/mol

Last column: Löwdin charge in e.
Cartesian coordinates (Å):
C (-1.47, 0.04, 0.04)  -0.09
C (-0.02, -0.37, 0.17)  -0.15
C (1.01, 0.39, -0.21)  -0.04
C (2.31, 0.30, -0.23)  -0.21
O (3.46, 0.47, -0.37)  0.15
H (-1.56, 1.10, -0.23)  0.08
H (-2.04, -0.10, 0.97)  0.07
H (-2.01, -0.52, -0.73)  0.08
H (0.32, -1.32, 0.59)  0.11

---

# 9
# C4H4O

A single C4H4O molecule at a distorted geometry (the ωB97M-V functional and the def2-TZVPD basis, OMol25).

* max |F|: 4.55 eV/Å
* HOMO energy: -9.845 eV
* energy above the lowest of the compared OMol25 structures with the same formula, charge and spin: 397.1 kJ/mol

Last column: Löwdin charge in e.
Cartesian coordinates (Å):
C (2.13, 0.37, -0.45)  0.10
C (-1.29, -0.64, -0.24)  0.03
C (0.92, 0.44, 0.34)  -0.40
C (-0.47, 0.39, -0.18)  -0.15
O (1.74, -0.67, 0.21)  0.04
H (0.84, 0.97, 1.36)  0.16
H (-0.68, 1.50, -0.53)  0.15
H (-0.97, -1.65, 0.03)  0.08
H (-2.23, -0.70, -0.52)  0.00

---

# 10
# C4H4O2

A single C4H4O2 molecule at a distorted geometry (the ωB97M-V functional and the def2-TZVPD basis, OMol25).

* structure (SMILES): C#CC(=O)OC
* max |F|: 1.20 eV/Å
* HOMO energy: -10.516 eV
* energy above the lowest of the compared OMol25 structures with the same formula, charge and spin: 199.3 kJ/mol

Last column: Löwdin charge in e.
Cartesian coordinates (Å):
C (-1.86, 0.47, -1.99)  0.17
C (-0.70, 0.32, -1.66)  0.01
C (0.03, -0.31, -0.57)  -0.55
O (-0.21, -1.45, -0.25)  0.10
O (0.82, 0.53, 0.10)  -0.03
C (1.16, 0.06, 1.40)  -0.03
H (-2.91, 0.53, -2.15)  0.05
H (2.18, 0.38, 1.60)  0.09
H (0.45, 0.51, 2.10)  0.10
H (1.06, -1.03, 1.42)  0.09

---

# 11
# C4H4O2

2 unconnected molecules or ions with the total composition C4H4O2 at a distorted geometry (the ωB97M-V functional and the def2-TZVPD basis, OMol25).

* structure (SMILES): C1=CC1.O=C=O
* max |F|: 6.39 eV/Å
* HOMO energy: -9.798 eV
* energy above the lowest of the compared OMol25 structures with the same formula, charge and spin: 187.8 kJ/mol

Last column: Löwdin charge in e.
Cartesian coordinates (Å):
C (0.57, 0.84, -0.07)  -0.13
C (0.02, 1.92, 0.16)  -0.07
C (-0.79, 0.89, -0.59)  -0.16
H (1.39, 0.10, -0.15)  0.11
H (-0.23, 2.96, 0.50)  0.12
H (-0.98, 1.18, -1.64)  0.09
H (-1.50, 0.41, -0.01)  0.05
O (1.46, -3.04, 0.02)  0.21
C (0.53, -2.77, 0.64)  -0.42
O (-0.48, -2.50, 1.15)  0.20

---

# 12
# C4H4O2

A molecular structure, C4H4O2 at a distorted geometry (the ωB97M-V functional and the def2-TZVPD basis, OMol25).

* max |F|: 2.70 eV/Å
* HOMO energy: -9.714 eV
* energy above the lowest of the compared OMol25 structures with the same formula, charge and spin: 301.9 kJ/mol

Last column: Löwdin charge in e.
Cartesian coordinates (Å):
O (1.83, -1.02, -0.18)  0.08
C (0.71, -0.61, -0.41)  -0.39
C (0.10, 0.74, -0.82)  0.01
C (-0.69, 0.49, 0.49)  -0.19
O (-1.62, -0.56, 0.30)  0.05
C (-0.28, -0.95, 0.60)  -0.13
H (-0.49, 0.76, -1.73)  0.12
H (0.84, 1.55, -0.79)  0.12
H (-0.82, 1.18, 1.31)  0.15
H (0.43, -1.56, 1.22)  0.18

---

# 13
# C4H4O2

A single C4H4O2 molecule (the ωB97M-V functional and the def2-TZVPD basis, OMol25).

* structure (SMILES): C#CC(=O)CO
* max |F|: 0.94 eV/Å
* HOMO energy: -10.365 eV
* energy above the lowest of the compared OMol25 structures with the same formula, charge and spin: 220.5 kJ/mol

Last column: Löwdin charge in e.
Cartesian coordinates (Å):
C (0.07, -1.69, 2.25)  0.13
C (0.01, -1.05, 1.22)  -0.02
C (-0.24, 0.02, 0.20)  -0.35
O (-0.94, 0.93, 0.59)  0.09
C (0.20, 0.17, -1.29)  -0.19
O (0.36, 1.52, -1.64)  -0.06
H (0.14, -2.25, 3.17)  0.04
H (1.14, -0.31, -1.56)  0.12
H (-0.61, -0.28, -1.89)  0.13
H (-0.48, 1.99, -1.54)  0.09

---

# 14
# C4H4O2

A single C4H4O2 molecule at a distorted geometry (the ωB97M-V functional and the def2-TZVPD basis, OMol25).

* structure (SMILES): C=CC(=O)C=O
* max |F|: 2.89 eV/Å
* HOMO energy: -9.898 eV
* energy above the lowest of the compared OMol25 structures with the same formula, charge and spin: 197.8 kJ/mol

Last column: Löwdin charge in e.
Cartesian coordinates (Å):
C (0.40, 0.51, 0.67)  0.07
C (0.61, 0.32, -0.64)  -0.07
C (-0.03, -0.66, -1.54)  -0.38
O (0.20, -0.62, -2.76)  0.08
C (-0.61, -1.87, -0.96)  -0.17
O (0.15, -2.25, -0.12)  0.09
H (0.92, 1.08, 1.38)  0.04
H (-0.16, -0.14, 1.40)  0.09
H (1.19, 0.86, -1.33)  0.09
H (-1.33, -2.59, -1.49)  0.16

---

# 15
# C4H4O2

A molecular structure, C4H4O2 at a distorted geometry (the ωB97M-V functional and the def2-TZVPD basis, OMol25).

* max |F|: 4.68 eV/Å
* HOMO energy: -9.075 eV
* energy above the lowest of the compared OMol25 structures with the same formula, charge and spin: 521.8 kJ/mol

Last column: Löwdin charge in e.
Cartesian coordinates (Å):
C (0.07, -0.45, 0.99)  -0.16
C (0.92, -0.03, -0.17)  -0.53
O (-0.16, -1.77, 1.15)  0.05
C (-0.01, 0.84, -0.96)  -0.06
C (-0.74, 1.46, -1.68)  0.13
O (1.79, -0.71, -0.76)  0.04
H (-1.11, -1.95, 1.16)  0.13
H (-0.67, 0.23, 1.41)  0.13
H (1.27, 0.34, 1.16)  0.24
H (-1.36, 2.05, -2.31)  0.03

---

# 16
# C4H4O2

A single C4H4O2 molecule (the ωB97M-V functional and the def2-TZVPD basis, OMol25).

* max |F|: 0.67 eV/Å
* HOMO energy: -9.311 eV
* energy above the lowest of the compared OMol25 structures with the same formula, charge and spin: 363.4 kJ/mol

Last column: Löwdin charge in e.
Cartesian coordinates (Å):
O (-0.44, 1.62, -0.17)  0.11
C (-0.07, 0.38, -0.07)  -0.35
C (-1.22, -0.51, 0.11)  -0.37
O (-2.35, 0.07, 0.03)  -0.09
C (1.30, -0.02, -0.17)  -0.03
C (2.43, -0.41, -0.31)  0.17
H (-1.46, 1.49, -0.19)  0.14
H (-0.58, -0.33, 1.21)  0.23
H (-1.07, -1.59, -0.04)  0.15
H (3.44, -0.75, -0.43)  0.05

---

# 17
# C4H4O2S

A single C4H4O2S molecule at a distorted geometry (the ωB97M-V functional and the def2-TZVPD basis, OMol25).

* structure (SMILES): O=CC1=COCS1
* max |F|: 5.02 eV/Å
* HOMO energy: -8.484 eV
* energy above the lowest of the compared OMol25 structures with the same formula, charge and spin: 215.6 kJ/mol

Last column: Löwdin charge in e.
Cartesian coordinates (Å):
O (-2.90, -0.76, 0.19)  0.00
C (-2.10, 0.14, -0.12)  -0.26
C (-0.70, -0.18, -0.14)  -0.53
C (0.07, 0.89, -0.16)  -0.13
O (1.45, 0.68, -0.02)  -0.14
C (1.78, -0.66, 0.25)  -0.40
S (0.27, -1.62, -0.22)  0.99
H (-2.53, 1.14, -0.07)  0.13
H (-0.08, 1.93, -0.43)  0.15
H (2.18, -0.83, 1.23)  0.08
H (2.57, -0.72, -0.52)  0.10

---

# 18
# C4H4O2S2

A single C4H4O2S2 molecule (the ωB97M-V functional and the def2-TZVPD basis, OMol25).

* structure (SMILES): S=CO/C=C\OC=S
* max |F|: 0.43 eV/Å
* HOMO energy: -9.242 eV
* energy above the lowest of the compared OMol25 structures with the same formula, charge and spin: 196.8 kJ/mol

Last column: Löwdin charge in e.
Cartesian coordinates (Å):
S (1.73, 1.39, -2.27)  0.74
C (0.63, 1.28, -1.12)  -0.73
O (-0.51, 0.55, -1.24)  -0.11
C (-1.33, 0.42, -0.15)  -0.11
C (-0.95, -0.09, 1.02)  -0.10
O (0.34, -0.51, 1.31)  -0.11
C (0.86, -1.49, 0.55)  -0.74
S (2.38, -1.99, 0.69)  0.73
H (0.68, 1.79, -0.16)  0.09
H (-2.35, 0.72, -0.31)  0.13
H (-1.62, -0.18, 1.85)  0.13
H (0.14, -1.90, -0.18)  0.09

---

# 19
# C4H4O2Y

A molecular structure, C4H4O2Y at a distorted geometry (the ωB97M-V functional and the def2-TZVPD basis, OMol25).

* net charge: +3
* max |F|: 4.08 eV/Å
* HOMO energy (spin up / spin down): -21.672 / -21.678 eV
* energy above the lowest of the compared OMol25 structures with the same formula, charge and spin: 292.4 kJ/mol

Last column: Löwdin charge in e.
Cartesian coordinates (Å):
H (0.71, 0.49, 1.68)  0.16
O (-2.99, 1.53, 0.18)  0.37
C (-1.97, 1.08, -0.12)  -0.04
C (-0.90, 0.41, -0.55)  0.03
C (0.85, -0.22, 0.86)  -0.16
C (1.76, -0.09, -0.13)  0.18
H (-0.61, 0.56, -1.59)  0.16
H (1.82, -0.85, -0.91)  0.10
H (2.49, 0.70, -0.01)  0.13
O (-0.37, -0.71, 0.41)  -0.39
Y (-0.78, -2.91, 0.17)  2.44

---

# 20
# C4H4O3

A single C4H4O3 molecule (the ωB97M-V functional and the def2-TZVPD basis, OMol25).

* structure (SMILES): CC(=O)C(=O)C=O
* max |F|: 0.88 eV/Å
* HOMO energy: -9.661 eV
* energy above the lowest of the compared OMol25 structures with the same formula, charge and spin: 158.3 kJ/mol

Last column: Löwdin charge in e.
Cartesian coordinates (Å):
C (-1.74, 0.14, -0.55)  0.01
C (-0.30, -0.22, -0.29)  -0.32
O (0.37, -0.69, -1.19)  0.10
C (0.59, -0.07, 0.98)  -0.26
O (0.31, 0.02, 2.14)  0.15
C (2.01, -0.02, 0.42)  -0.19
O (2.46, 1.09, 0.25)  0.09
H (-2.44, -0.34, 0.13)  0.09
H (-1.92, -0.19, -1.57)  0.09
H (-1.89, 1.22, -0.50)  0.10
H (2.56, -0.94, 0.17)  0.14